Record 1
This record from the OMol25 dataset describes C5H15N2O as an isolated structure in a non-equilibrium geometry. The level of theory is the ωB97M-V functional and the def2-TZVPD basis.

Properties
- multiplicity = 1
- energy above the lowest of the compared OMol25 structures with the same formula, charge and spin (kJ/mol) = 157.8
- net charge = +1
- Kohn-Sham gap (eV) = 10.10
- DFT total energy (Eh) = -383.990918
- HOMO (eV) = -12.87

Cartesian coordinates (Å):
C -0.724 2.221 0.966
C 1.662 -0.562 -0.640
C -0.647 -2.393 -0.559
C -0.075 1.622 -0.250
C 0.458 -0.270 0.214
N 0.623 -0.519 1.574
N -0.783 -0.955 -0.271
O -0.936 1.390 -1.328
H -0.001 2.316 1.771
H -1.573 1.628 1.299
H -1.095 3.218 0.735
H 2.066 -1.553 -0.434
H 2.443 0.162 -0.426
H 1.419 -0.485 -1.695
H 0.016 -2.545 -1.407
H -0.233 -2.893 0.315
H -1.619 -2.822 -0.791
H 0.860 2.095 -0.537
H 0.005 -0.024 2.202
H 1.581 -0.482 1.897
H -1.495 -0.827 0.455
H -1.093 -0.409 -1.101
H -0.860 2.085 -1.990



Record 2
This record from the OMol25 dataset describes a 3-piece molecular cluster, C5H15N2O3 overall in a non-equilibrium geometry. The level of theory is the ωB97M-V functional and the def2-TZVPD basis.

Properties
- multiplicity = 1
- energy above the lowest of the compared OMol25 structures with the same formula, charge and spin (kJ/mol) = 128.6
- net charge = +1
- Kohn-Sham gap (eV) = 9.35
- DFT total energy (Eh) = -534.496693
- HOMO (eV) = -12.19

Cartesian coordinates (Å):
O -1.617 2.661 0.379
C -1.321 2.082 -0.627
C -1.224 0.562 -0.615
C 0.165 0.096 -1.061
C 0.191 -1.426 -1.226
C 0.209 -2.025 -2.418
N 0.069 -2.120 0.017
N -1.502 0.076 0.798
H -1.200 2.577 -1.604
H -2.074 0.128 -1.291
H 0.451 0.564 -2.010
H 0.987 0.492 -0.353
H 0.221 -3.109 -2.471
H 0.159 -1.475 -3.382
H 0.713 -1.784 0.830
H 0.117 -3.144 -0.073
H -1.539 -1.015 0.789
H -0.676 0.411 1.455
H -2.428 0.464 1.169
H 0.848 -0.103 3.257
H 1.626 0.059 1.897
O 0.762 -0.175 2.290
H 3.687 -0.252 0.803
H 3.553 1.166 1.402
O 3.038 0.464 1.025



Record 3
This record from the OMol25 dataset describes a 2-piece molecular cluster, C5H15N2OS overall in a non-equilibrium geometry. The level of theory is the ωB97M-V functional and the def2-TZVPD basis.

Properties
- multiplicity = 1
- energy above the lowest of the compared OMol25 structures with the same formula, charge and spin (kJ/mol) = 209.7
- net charge = -1
- Kohn-Sham gap (eV) = 6.03
- DFT total energy (Eh) = -782.406309
- HOMO (eV) = -2.59

Cartesian coordinates (Å):
N 1.154 -1.111 0.472
C 0.276 0.042 0.918
C 1.009 1.067 1.720
S 2.772 0.744 1.829
C -0.361 0.800 -0.403
N -1.911 0.821 -0.333
C -2.618 -0.201 -1.097
C -3.258 0.393 -2.340
H 1.881 -0.872 -0.199
H 1.633 -1.355 1.343
H -0.629 -0.426 1.245
H 0.923 2.049 1.230
H 0.697 1.103 2.838
H -0.076 0.273 -1.302
H 0.005 1.850 -0.476
H -2.333 1.005 0.552
H -3.357 -0.637 -0.442
H -1.738 -1.020 -1.434
H -2.711 0.287 -3.281
H -3.417 1.505 -2.210
H -4.184 -0.223 -2.563
H 0.796 -2.061 -2.472
H 0.289 -2.420 -0.954
O 0.359 -2.693 -1.862



Record 4
This record from the OMol25 dataset describes C5H15N2S as an isolated structure in a non-equilibrium geometry. The level of theory is the ωB97M-V functional and the def2-TZVPD basis.

Properties
- multiplicity = 1
- energy above the lowest of the compared OMol25 structures with the same formula, charge and spin (kJ/mol) = 566.7
- net charge = +1
- Kohn-Sham gap (eV) = 5.74
- DFT total energy (Eh) = -706.760743
- HOMO (eV) = -13.39

Cartesian coordinates (Å):
N -0.110 -0.359 2.020
C -0.095 0.892 1.155
C 1.187 0.873 0.336
S 1.424 -0.682 -0.530
C -1.403 0.890 0.363
N -1.643 -0.134 -0.620
C -1.822 -1.504 -0.130
C -0.851 -0.041 -1.833
H 0.840 -0.527 2.302
H -0.612 -0.183 2.879
H 5.983 -0.202 -1.515
H -0.084 1.652 1.935
H 0.989 1.554 -0.513
H 2.156 1.191 0.710
H 5.601 -0.751 -1.213
H -1.587 1.897 -0.037
H -2.221 0.815 1.084
H -0.828 -1.973 -0.071
H -2.494 -1.986 -0.836
H -2.295 -1.420 0.842
H -1.286 0.809 -2.363
H -1.061 -0.935 -2.408
H 0.212 0.124 -1.556



Record 5
This record from the OMol25 dataset describes a 2-piece molecular cluster, C5H15N2S overall in a non-equilibrium geometry. The level of theory is the ωB97M-V functional and the def2-TZVPD basis.

Properties
- multiplicity = 1
- energy above the lowest of the compared OMol25 structures with the same formula, charge and spin (kJ/mol) = 309.9
- net charge = +1
- Kohn-Sham gap (eV) = 9.39
- DFT total energy (Eh) = -706.858556
- HOMO (eV) = -13.00

Cartesian coordinates (Å):
C 0.683 -0.965 0.275
C 0.681 2.608 1.740
C 0.328 0.007 -3.183
C -1.756 -1.520 2.016
C 0.352 0.178 1.145
N 0.985 1.312 1.144
N -0.487 -0.787 -2.292
S -1.298 0.227 2.283
H -0.228 -1.121 -0.488
H 0.897 -1.858 0.672
H 1.580 -0.811 -0.280
H 1.695 2.947 2.141
H 0.337 3.251 0.874
H 0.066 2.327 2.516
H 1.256 -0.210 -2.863
H 0.162 -0.217 -4.237
H 0.156 0.975 -3.137
H -2.086 -1.779 3.028
H -0.821 -2.135 1.712
H -2.387 -1.505 1.129
H 1.925 1.135 0.827
H -0.676 -1.734 -2.617
H -1.366 -0.324 -2.404



Record 6
This record from the OMol25 dataset describes an isolated ion of composition C5H15N2S and charge +1 in a non-equilibrium geometry. The level of theory is the ωB97M-V functional and the def2-TZVPD basis.

Properties
- multiplicity = 1
- energy above the lowest of the compared OMol25 structures with the same formula, charge and spin (kJ/mol) = 203.9
- net charge = +1
- Kohn-Sham gap (eV) = 9.83
- DFT total energy (Eh) = -706.898949
- HOMO (eV) = -12.79

Cartesian coordinates (Å):
C 0.433 3.013 0.541
C 0.057 1.606 0.008
N -1.098 1.766 -0.970
C -0.309 0.597 1.096
N -0.717 -0.752 0.381
C 0.573 -1.571 0.091
C 0.247 -3.002 -0.322
S 0.287 -3.262 -2.127
H -0.334 3.373 1.139
H 1.429 3.187 0.952
H 0.297 3.767 -0.249
H 0.964 1.270 -0.551
H -1.049 2.422 -1.690
H -1.931 2.013 -0.391
H 0.794 0.482 1.554
H -1.083 0.798 1.851
H -1.322 -1.288 0.933
H -1.190 -0.637 -0.477
H 1.192 -1.446 1.031
H 1.106 -0.942 -0.802
H -0.627 -3.494 0.155
H 1.197 -3.525 0.151
H 1.084 -4.374 -2.304



Which value of DFT total energy does entry 2 give? -534.496693 Eh